Molecular formula: C5H16O2S
Method: DFT, ωB97M-V/def2-TZVPD

The geometry in XYZ format:
```
24
Properties=species:S:1:pos:R:3:lowdin_charge:R:1
C 0.334 -0.739 3.073 -0.12
C -0.676 -0.996 1.921 -0.28
C -0.115 -1.407 0.588 -0.29
C 0.933 -0.575 -0.151 -0.44
S 0.810 1.229 0.302 0.83
C 2.158 1.826 -0.783 -0.37
H 0.676 -1.648 3.573 0.07
H 1.231 -0.218 2.731 0.04
H -0.158 -0.097 3.799 0.07
H -1.205 -0.038 1.823 0.09
H -1.397 -1.707 2.297 0.10
H -0.987 -1.535 -0.072 0.09
H 0.179 -2.463 0.638 0.12
H 1.908 -1.025 0.024 0.08
H 0.751 -0.568 -1.223 0.06
H 1.779 2.524 -1.525 0.03
H 2.555 1.011 -1.389 0.04
H 2.950 2.140 -0.113 0.02
H -0.806 0.887 -1.281 -0.06
H -1.903 1.712 -1.901 0.06
O -1.404 0.907 -2.040 -0.07
H -2.040 -2.334 -2.905 0.04
H -1.872 -0.829 -2.436 -0.02
O -2.407 -1.636 -2.337 -0.09
```

Computed properties:
Energy relative to the best compared isomer or geometry (same formula, charge and spin) (eV): 0.607
SMILES: CCCCSC.O.O
Highest occupied orbital energy (eV): -9.021
E (eV): -20374.5268
HOMO-LUMO gap (eV): 9.71
F_max (eV/Å): 2.19


Molecular formula: C5H16O3
Method: DFT, ωB97M-V/def2-TZVPD

The geometry in XYZ format:
```
24
Properties=species:S:1:pos:R:3:lowdin_charge:R:1
C 0.282 -0.380 -0.648 -0.23
O -1.097 -0.173 -0.239 -0.09
C 1.259 0.612 -0.012 -0.17
C 2.566 -0.101 0.500 -0.42
C 2.240 -1.243 1.462 -0.07
C 3.551 0.964 1.040 -0.08
H 0.312 -0.348 -1.731 0.11
H 0.473 -1.360 -0.230 0.10
H -1.170 0.756 0.004 0.07
H 0.833 1.166 0.807 0.11
H 1.602 1.240 -0.836 0.11
H 3.003 -0.350 -0.469 0.13
H 1.172 -1.298 1.653 0.07
H 2.632 -2.181 1.082 0.08
H 2.628 -1.027 2.461 0.08
H 3.294 1.209 2.070 0.08
H 3.484 1.854 0.415 0.07
H 4.544 0.529 0.945 0.08
H -3.407 -0.417 3.109 0.03
H -2.521 -0.561 1.736 0.00
O -3.378 -0.574 2.166 -0.06
H -4.890 1.206 -3.864 0.04
H -3.363 1.168 -3.863 0.03
O -4.135 0.683 -4.166 -0.06
```

Computed properties:
Energy relative to the best compared isomer or geometry (same formula, charge and spin) (eV): 0.780
SMILES: CC(C)CCO.O.O
Highest occupied orbital energy (eV): -10.480
E (eV): -11586.1195
HOMO-LUMO gap (eV): 11.12
F_max (eV/Å): 2.03


Molecular formula: C5H16O3
Method: DFT, ωB97M-V/def2-TZVPD

The geometry in XYZ format:
```
24
Properties=species:S:1:pos:R:3:lowdin_charge:R:1
C -2.123 0.784 1.126 -0.16
C -0.928 -0.048 0.805 -0.27
C 0.332 0.729 0.086 -0.17
C 1.251 -0.141 -0.835 -0.20
C 1.168 -0.240 -2.114 0.03
H -3.159 0.363 1.153 0.09
H -1.879 1.299 2.049 0.06
H -2.176 1.664 0.334 0.07
H -0.563 -0.566 1.814 0.12
H -1.234 -1.005 0.116 0.14
H 0.875 1.203 0.926 0.10
H -0.018 1.620 -0.483 0.09
H 2.091 -0.693 -0.279 0.09
H 0.439 0.423 -2.529 0.05
H 1.700 -0.649 -2.823 0.02
H -1.849 2.565 -1.229 0.05
H -1.607 1.198 -1.942 0.08
O -2.335 1.970 -1.899 -0.15
H 0.631 -3.445 0.167 0.00
H 1.403 -2.137 0.264 0.03
O 1.199 -2.925 -0.355 -0.06
H 2.678 -0.935 2.518 0.10
H 1.631 -0.553 1.467 -0.12
O 2.474 -0.480 1.663 -0.01
```

Computed properties:
Energy relative to the best compared isomer or geometry (same formula, charge and spin) (eV): 3.452
SMILES: C=CCCC.O.O.O
Highest occupied orbital energy (eV): -9.958
E (eV): -11583.4480
HOMO-LUMO gap (eV): 10.42
F_max (eV/Å): 7.85


Molecular formula: C5H17BN2O2PS
Method: DFT, ωB97M-V/def2-TZVPD

The geometry in XYZ format:
```
29
Properties=species:S:1:pos:R:3:lowdin_charge:R:1
C 2.286 1.490 1.352 -0.22
S 2.251 1.063 -0.510 0.70
O 1.713 2.247 -1.352 -0.46
O 3.773 0.921 -0.905 -0.49
B 1.433 -0.593 -0.846 -0.83
C 0.109 -0.540 -1.817 -0.24
C -1.044 0.538 -1.379 -0.23
C -2.407 -0.162 -0.759 -0.21
C -2.433 -0.267 0.877 -0.31
N -1.897 0.944 1.607 -0.06
P 1.147 -1.541 0.825 0.67
N 0.707 -3.099 0.543 -0.39
H 1.331 1.128 1.921 0.04
H 3.301 1.096 1.834 0.08
H 2.322 2.674 1.399 0.07
H 2.245 -1.253 -1.431 0.06
H -0.362 -1.612 -1.863 0.09
H 0.459 -0.297 -2.932 0.11
H -0.663 1.404 -0.678 0.09
H -1.400 1.080 -2.381 0.11
H -2.600 -1.203 -1.303 0.12
H -3.343 0.513 -1.062 0.10
H -1.885 -1.284 1.156 0.09
H -3.558 -0.417 1.246 0.10
H -2.249 1.788 1.096 0.07
H -2.145 0.956 2.621 0.07
H 0.192 -0.844 1.647 -0.04
H 2.397 -1.587 1.542 -0.01
H 0.643 -3.224 -0.491 -0.08
```

Computed properties:
Energy relative to the best compared isomer or geometry (same formula, charge and spin) (eV): 3.422
Highest occupied orbital energy (eV): -4.555
Charge: -1
E (eV): -33334.1133
HOMO-LUMO gap (eV): 7.77
F_max (eV/Å): 6.74


Q: Which of these has the lowest F_max?
A: number 2